{
  "formula": "C18H25NO3",
  "method": "the ωB97M-V functional and the def2-TZVPD basis",
  "total_energy_ha": -981.333483,
  "multiplicity": 1,
  "homo_lumo_gap_ev": 8.16,
  "lumo_ev": 0.7,
  "smiles": "CCOC(=O)[C@@](C)(C(C)=O)[C@H](/C=C/N(C)C)c1ccccc1",
  "elements": ["C", "C", "O", "C", "O", "C", "C", "C", "C", "O", "C", "C", "C", "N", "C", "C", "C", "C", "C", "C", "C", "C", "H", "H", "H", "H", "H", "H", "H", "H", "H", "H", "H", "H", "H", "H", "H", "H", "H", "H", "H", "H", "H", "H", "H", "H", "H"],
  "positions_angstrom": [[1.4902, -0.8610, -4.7795], [0.6458, -1.6112, -3.7915], [0.2752, -0.6507, -2.7739], [-0.2725, -1.2324, -1.6995], [-0.3491, -2.4437, -1.6024], [-0.7085, -0.2316, -0.6228], [-0.4411, 1.1850, -1.1376], [-2.2185, -0.6193, -0.3837], [-3.2493, 0.4725, -0.5206], [-2.5163, -1.7433, -0.0115], [0.0542, -0.5142, 0.6454], [-0.2888, 0.5150, 1.6805], [-1.4473, 0.4332, 2.4039], [-1.8038, 1.3240, 3.3370], [-3.0739, 1.2344, 4.0252], [-0.9097, 2.4090, 3.6727], [1.5684, -0.6466, 0.3727], [2.0764, -1.8984, 0.0111], [3.4181, -2.0489, -0.3429], [4.2965, -0.9679, -0.2215], [3.8170, 0.2601, 0.2497], [2.4438, 0.4342, 0.5040], [1.6543, -1.4760, -5.6652], [1.0230, 0.0804, -5.0834], [2.4661, -0.6322, -4.3366], [-0.2879, -1.9973, -4.2234], [1.2093, -2.4341, -3.3394], [0.6434, 1.3269, -1.2735], [-0.9633, 1.3392, -2.0964], [-0.7886, 1.9433, -0.4252], [-2.8978, 1.4126, -0.0766], [-3.5074, 0.6539, -1.5776], [-4.1610, 0.1677, 0.0029], [-0.3012, -1.4893, 1.0158], [0.4107, 1.3283, 1.8556], [-2.1477, -0.3957, 2.2341], [-3.0562, 1.9584, 4.8403], [-3.9124, 1.4785, 3.3576], [-3.2345, 0.2222, 4.4175], [-1.4010, 3.0015, 4.4430], [0.0501, 2.0265, 4.0530], [-0.7089, 3.0431, 2.7969], [1.4093, -2.7643, 0.0049], [3.7514, -3.0215, -0.7038], [5.3543, -1.0967, -0.4559], [4.4947, 1.0973, 0.4161], [2.0948, 1.4293, 0.8048]],
  "forces_ev_per_angstrom": [[0.3, 0.2, -0.2], [0.0, 0.2, -0.1], [-0.1, -0.5, -0.1], [0.3, -1.3, 0.2], [-0.2, 1.2, 0.0], [-0.8, -0.4, -1.8], [-0.4, 0.3, -0.1], [0.1, -0.5, 0.8], [-0.4, 0.1, 0.0], [0.3, 1.5, -0.5], [0.9, -0.8, 1.1], [-0.9, -0.1, 0.9], [1.5, -0.6, -1.4], [-0.3, 0.9, 1.1], [0.0, -0.1, -0.3], [-0.2, -0.2, -0.1], [-0.5, 0.1, 0.5], [0.2, 0.0, -0.1], [-0.2, 0.2, 0.1], [-0.2, 0.1, 0.2], [-0.4, -0.2, -0.1], [0.7, -0.1, -0.2], [0.0, 0.0, 0.0], [0.0, -0.2, 0.0], [-0.2, 0.0, -0.1], [0.3, 0.0, 0.1], [-0.3, 0.1, 0.0], [-0.5, -0.1, -0.1], [0.4, 0.1, 0.4], [0.1, -0.2, -0.1], [0.0, -0.2, -0.2], [0.2, 0.0, 0.3], [0.2, -0.1, -0.2], [0.2, 0.2, -0.3], [-0.3, -0.1, 0.0], [0.3, 0.3, 0.1], [-0.2, -0.3, 0.0], [0.0, 0.0, 0.1], [0.0, 0.2, 0.1], [0.3, 0.1, -0.1], [-0.1, 0.1, -0.1], [0.0, 0.0, 0.1], [0.2, 0.4, -0.1], [0.1, 0.2, 0.2], [-0.3, 0.1, 0.1], [-0.1, -0.2, -0.2], [0.1, -0.5, -0.1]],
  "nbo_charge": [-0.626, -0.073, -0.521, 0.823, -0.601, -0.232, -0.626, 0.634, -0.736, -0.528, -0.289, -0.354, 0.029, -0.422, -0.390, -0.403, 0.078, -0.229, -0.214, -0.223, -0.213, -0.243, 0.215, 0.214, 0.215, 0.185, 0.204, 0.237, 0.223, 0.218, 0.236, 0.242, 0.237, 0.248, 0.203, 0.211, 0.203, 0.186, 0.199, 0.203, 0.200, 0.191, 0.237, 0.215, 0.214, 0.212, 0.210]
}

{
  "formula": "C18H26AlBBeCl5F4INO8",
  "method": "the ωB97M-V functional and the def2-TZVPD basis",
  "charge": 1,
  "total_energy_ha": -4637.649691,
  "multiplicity": 1,
  "homo_lumo_gap_ev": 1.49,
  "lumo_ev": -8.7,
  "elements": ["O", "B", "O", "C", "C", "I", "H", "H", "H", "H", "H", "N", "C", "C", "C", "C", "C", "H", "H", "H", "H", "H", "C", "Cl", "Cl", "Cl", "H", "C", "C", "O", "C", "O", "C", "F", "F", "F", "H", "H", "H", "H", "H", "Al", "Cl", "Cl", "F", "C", "C", "O", "C", "O", "O", "H", "H", "H", "H", "Be", "C", "C", "O", "C", "H", "H", "H", "H", "H", "H"],
  "positions_angstrom": [[0.3824, -1.9103, -0.7864], [-0.2102, -1.2330, -1.7728], [-0.3243, -1.8295, -2.9766], [-0.8007, 0.2099, -1.5915], [-0.0650, 1.2547, -2.3814], [1.5297, 2.1053, -1.1867], [-0.2991, -2.0814, -0.1767], [-1.2099, -1.7648, -3.2473], [-1.7673, 0.1885, -1.9895], [-0.7927, 0.4623, -0.5615], [0.4575, 0.8317, -3.2050], [3.4573, -0.6714, -4.0699], [2.7798, -1.5923, -3.4444], [3.3471, -2.4299, -2.4609], [4.7303, -2.2502, -2.1536], [5.4505, -1.2765, -2.8331], [4.7692, -0.5255, -3.7563], [1.7419, -1.6839, -3.7213], [2.7534, -3.1741, -1.9612], [5.2023, -2.8666, -1.4078], [6.4992, -1.1132, -2.6421], [5.2812, 0.2808, -4.3291], [-4.2526, 0.1494, -0.3526], [-3.5634, 1.1470, -1.6490], [-5.8361, -0.4609, -0.7866], [-3.1700, -1.1871, 0.0661], [-4.3418, 0.8240, 0.5502], [2.9945, 3.5415, 2.9098], [2.8507, 2.0471, 3.1298], [1.7749, 1.7599, 4.0479], [0.5602, 1.8047, 3.5796], [0.2482, 2.0847, 2.4866], [-0.4101, 1.3959, 4.6957], [-0.0976, 1.9774, 5.8302], [-0.3429, 0.0903, 4.8880], [-1.6630, 1.7068, 4.4570], [3.1210, 4.0534, 3.8606], [3.8573, 3.7505, 2.2781], [2.1083, 3.9634, 2.4341], [3.7522, 1.6530, 3.5811], [2.6976, 1.5163, 2.1907], [-1.0911, 3.1778, -2.3528], [-3.1609, 1.0983, 2.0654], [1.9118, 3.6453, -3.0849], [4.4988, -4.2707, -2.7895], [4.1985, -3.1955, 3.0000], [4.9112, -3.0661, 4.3273], [5.4202, -1.7209, 4.2604], [4.6591, -1.0285, 3.4030], [4.7174, 0.1320, 3.2646], [3.8221, -1.8293, 2.7292], [3.3275, -3.8388, 3.0472], [4.8538, -3.5466, 2.2026], [4.2355, -3.1460, 5.1784], [5.7152, -3.7824, 4.4485], [5.2573, 2.1675, -5.0598], [-8.9118, 0.9003, -0.9492], [-10.2012, 0.8886, -1.7358], [-11.2562, 0.9706, -1.1943], [-10.0929, 0.7686, -3.2360], [-9.1377, 0.9898, 0.1077], [-8.3683, -0.0283, -1.1134], [-8.2965, 1.7484, -1.2514], [-9.5966, -0.1655, -3.5015], [-9.5290, 1.6108, -3.6385], [-11.0861, 0.7729, -3.6693]],
  "forces_ev_per_angstrom": [[2.1, -0.4, -0.2], [-0.5, 0.9, -0.3], [1.5, -0.8, -0.3], [2.0, -0.5, 0.0], [0.0, 0.6, 0.5], [0.6, 0.6, -0.6], [-1.0, -0.4, 2.1], [-1.8, 0.3, -1.4], [-1.1, -0.1, -0.4], [-0.7, 0.3, 1.2], [0.5, -0.1, -1.1], [-0.2, 0.4, 0.3], [-0.3, 0.0, -0.9], [0.5, -1.2, 0.1], [0.6, -0.6, 0.4], [-0.2, 0.2, 0.1], [0.8, 0.1, -0.6], [-0.1, -0.2, 0.1], [-0.2, 0.2, 0.4], [-0.1, 0.2, 0.3], [0.1, 0.0, 0.0], [-0.2, -1.0, 0.3], [-0.5, 0.0, 0.4], [-1.3, 0.7, -0.2], [0.3, 0.1, -0.1], [-0.2, -0.3, -0.3], [0.2, -0.6, -0.6], [-0.5, 0.0, -0.1], [0.3, 0.9, 0.0], [1.0, -0.3, 0.4], [0.3, -0.4, 1.8], [-1.0, 0.6, -2.9], [-0.5, 0.2, 0.2], [0.7, 0.7, 1.1], [0.2, -1.2, -0.1], [-0.5, 0.3, -0.7], [0.1, 0.0, 0.1], [0.1, 0.0, 0.0], [0.0, 0.0, -0.1], [-0.6, 0.2, 0.1], [-0.2, -0.1, 0.0], [-0.3, 0.0, -0.1], [0.3, 0.6, 0.6], [-0.2, -0.7, 1.0], [-0.5, 1.3, -0.4], [-0.1, 0.0, 0.0], [0.0, 0.0, 0.1], [0.1, -0.6, 0.2], [0.2, -1.4, 0.5], [0.7, 1.4, -0.5], [-0.3, -0.7, -0.3], [-0.2, 0.2, 0.0], [0.1, 0.1, 0.0], [0.0, 0.1, 0.0], [0.2, 0.1, 0.0], [-0.1, 0.6, -0.1], [-0.2, 0.1, 0.1], [1.2, -0.1, -0.6], [-1.4, 0.1, 0.7], [-0.1, 0.0, 0.0], [0.0, 0.0, 0.1], [0.0, 0.1, -0.1], [0.1, -0.1, -0.1], [0.2, 0.1, -0.1], [0.1, -0.1, 0.0], [-0.1, 0.0, 0.0]],
  "nbo_charge": [-0.909, 1.162, -0.907, -0.910, -0.787, 0.849, 0.513, 0.506, 0.274, 0.258, 0.214, -0.374, 0.009, 0.038, 0.014, -0.313, 0.126, 0.241, 0.276, 0.266, 0.254, 0.154, -0.299, -0.013, 0.059, 0.005, 0.292, -0.644, -0.082, -0.469, 0.709, -0.576, 0.897, -0.303, -0.310, -0.288, 0.228, 0.216, 0.210, 0.250, 0.160, 0.900, -0.467, -0.236, -0.430, -0.101, -0.103, -0.475, 0.983, -0.605, -0.496, 0.212, 0.184, 0.198, 0.214, 0.228, -0.714, 0.592, -0.524, -0.721, 0.240, 0.214, 0.225, 0.225, 0.225, 0.239]
}

{
  "formula": "C18H26BCrN8OS",
  "method": "the ωB97M-V functional and the def2-TZVPD basis",
  "charge": 2,
  "total_energy_ha": -2681.832885,
  "multiplicity": 6,
  "homo_lumo_gap_ev": [7.84, 4.42],
  "lumo_ev": [-5.7, -10.0],
  "elements": ["Cr", "C", "C", "C", "C", "N", "N", "B", "N", "C", "C", "C", "C", "N", "N", "C", "C", "C", "C", "N", "N", "C", "C", "C", "C", "N", "H", "H", "H", "H", "H", "H", "H", "H", "H", "H", "H", "H", "H", "H", "H", "H", "H", "H", "H", "H", "C", "S", "C", "O", "H", "H", "H", "H", "H", "H"],
  "positions_angstrom": [[-16.1012, 7.9428, 4.8453], [-14.8991, 11.3777, 5.7180], [-14.8150, 10.8060, 4.3163], [-14.1380, 11.3759, 3.2063], [-14.4688, 10.5405, 2.1521], [-15.3476, 9.5768, 2.5591], [-15.4704, 9.6893, 3.9530], [-16.0307, 8.3944, 1.7545], [-17.5259, 8.4068, 2.2420], [-18.7117, 8.3324, 1.5916], [-19.7675, 8.1456, 2.4779], [-19.1310, 8.0090, 3.7261], [-19.6903, 7.8169, 5.1021], [-17.8154, 8.1624, 3.6175], [-15.3277, 7.0062, 2.1310], [-14.5016, 6.1138, 1.4861], [-14.1216, 5.0784, 2.3420], [-14.7565, 5.3996, 3.5715], [-14.8130, 4.5659, 4.8179], [-15.4034, 6.5674, 3.4692], [-15.9756, 8.6760, 0.2357], [-16.4967, 9.8393, -0.3716], [-16.2026, 9.8220, -1.7280], [-15.4904, 8.5949, -1.9112], [-14.9027, 7.9363, -3.1120], [-15.3712, 7.9381, -0.7407], [-14.9450, 12.4717, 5.6696], [-14.0348, 11.1085, 6.3359], [-15.7981, 11.0068, 6.2122], [-13.5957, 12.3331, 3.2352], [-14.1273, 10.5694, 1.1168], [-18.7694, 8.4293, 0.5077], [-20.8399, 8.1277, 2.2868], [-20.7791, 7.8702, 5.0566], [-19.3155, 8.6151, 5.7550], [-19.4011, 6.8512, 5.5238], [-14.2458, 6.2529, 0.4386], [-13.5853, 4.1427, 2.1387], [-14.2507, 3.6507, 4.6498], [-15.8236, 4.2870, 5.0864], [-14.3708, 5.1193, 5.6466], [-17.0109, 10.6260, 0.1720], [-16.4486, 10.5401, -2.5102], [-15.1030, 8.5309, -4.0017], [-15.3478, 6.9386, -3.2216], [-13.8291, 7.7860, -2.9653], [-12.1703, 7.6805, 6.2484], [-13.6696, 8.1779, 7.1476], [-13.7163, 6.9455, 8.4625], [-14.8388, 7.6162, 6.3103], [-11.3132, 7.8844, 6.8858], [-12.1040, 8.3095, 5.3617], [-12.2456, 6.6309, 5.9973], [-12.9235, 7.1617, 9.1531], [-13.6063, 5.9505, 8.0482], [-14.6871, 6.9963, 8.9470]],
  "forces_ev_per_angstrom": [[-1.1, 0.1, -0.1], [0.1, -0.4, -0.4], [0.1, 0.0, -0.2], [-0.6, -0.2, 0.4], [-0.3, 0.0, -0.2], [1.3, 0.2, 0.7], [0.1, 1.4, -1.1], [0.2, -0.8, 1.8], [-0.7, -1.1, 1.3], [-0.4, 0.2, -0.3], [0.8, -0.1, -0.1], [0.4, 0.3, 0.3], [-0.2, 0.1, -0.2], [1.0, 0.2, -1.6], [0.9, -0.8, 0.8], [-0.2, -0.1, 0.1], [-0.9, 0.6, 0.2], [0.0, 0.3, -0.9], [0.5, 0.3, -0.3], [-0.2, -0.5, -1.1], [1.2, -0.9, -2.8], [0.2, 0.5, -1.6], [0.2, -0.8, 0.6], [-0.6, 1.5, -1.7], [-0.7, 0.6, 0.3], [-0.9, 0.2, 4.8], [0.0, -0.3, 0.0], [-0.1, 0.1, -0.2], [0.0, 0.1, 0.0], [-0.2, -0.9, -0.3], [-0.2, 0.1, 0.3], [0.1, 0.0, 0.3], [0.5, -0.1, -0.1], [0.1, 0.0, 0.2], [-0.2, -0.2, -0.1], [-0.1, 0.0, -0.1], [-0.2, -0.1, 0.4], [-0.2, 0.8, -0.1], [0.1, 0.0, 0.1], [-0.3, 0.1, 0.0], [0.0, -0.1, 0.1], [0.1, -0.4, 0.2], [0.0, -0.2, 0.5], [0.2, -0.1, 0.0], [0.1, 0.1, 0.1], [0.0, 0.0, 0.0], [-0.5, 0.3, 0.4], [-0.2, -1.0, 0.0], [0.1, 0.2, -0.3], [0.3, 0.3, -0.1], [0.0, 0.0, 0.1], [-0.1, 0.0, 0.0], [0.0, -0.2, -0.1], [0.4, 0.1, 0.5], [0.2, -0.1, -0.3], [0.0, 0.3, 0.0]],
  "nbo_charge": [1.384, -0.655, 0.211, -0.329, 0.016, -0.367, -0.428, 0.927, -0.375, 0.032, -0.323, 0.224, -0.655, -0.397, -0.365, 0.030, -0.332, 0.214, -0.653, -0.440, -0.296, 0.131, -0.340, 0.363, -0.681, -0.091, 0.258, 0.234, 0.228, 0.264, 0.225, 0.223, 0.264, 0.254, 0.231, 0.237, 0.243, 0.260, 0.247, 0.243, 0.220, 0.270, 0.286, 0.262, 0.287, 0.286, -0.792, 1.258, -0.781, -1.054, 0.265, 0.256, 0.249, 0.256, 0.248, 0.266]
}

{
  "formula": "C18H26BrN4O10P2Ru",
  "method": "the ωB97M-V functional and the def2-TZVPD basis",
  "total_energy_ha": -5024.812975,
  "multiplicity": 2,
  "homo_lumo_gap_ev": [8.03, 8.00],
  "lumo_ev": [-1.2, -1.2],
  "elements": ["Ru", "O", "C", "C", "C", "C", "C", "C", "N", "H", "H", "H", "H", "H", "H", "H", "O", "P", "O", "O", "O", "P", "O", "O", "O", "H", "H", "C", "N", "C", "C", "N", "N", "C", "C", "H", "H", "H", "H", "H", "H", "H", "H", "H", "H", "H", "H", "H", "Br", "C", "C", "C", "C", "C", "C", "C", "O", "O", "H", "H", "H", "H"],
  "positions_angstrom": [[0.0607, -1.0678, -0.2166], [-2.3438, -0.6184, -0.4618], [-2.9695, -1.7679, -1.0075], [-2.1780, -3.0144, -0.7772], [-2.5297, -4.2270, -1.3351], [-1.7729, -5.3405, -1.0300], [-0.6962, -5.2208, -0.1616], [-0.3960, -3.9794, 0.3458], [-1.1287, -2.8892, 0.0390], [-2.2355, -0.7176, 0.5156], [-3.0915, -1.6046, -2.0759], [-3.9579, -1.8983, -0.5630], [-3.3694, -4.2790, -2.0163], [-2.0123, -6.2965, -1.4780], [-0.0703, -6.0667, 0.0855], [0.4388, -3.8164, 1.0125], [2.3853, -0.6655, -1.6400], [2.5293, -2.1313, -0.9531], [3.8158, -2.7609, -1.2266], [1.9855, -1.8676, 0.4556], [1.2972, -2.9781, -1.6283], [0.4045, -2.4824, -2.8872], [1.5429, -2.0104, -3.9328], [-0.3975, -3.6003, -3.3913], [-0.2676, -1.1946, -2.3752], [2.5657, -0.7286, -2.5941], [1.7951, -2.7603, -4.4924], [-0.5577, 1.9524, -1.3947], [0.7889, 2.3773, -1.0212], [1.5575, 2.9584, -2.1215], [1.4251, 1.7231, -0.0228], [0.8684, 0.7037, 0.5887], [2.6411, 2.2219, 0.3601], [2.7572, 3.6465, 0.6740], [3.5105, 1.3600, 1.1568], [-0.9510, 2.6633, -2.1192], [-1.2060, 1.9382, -0.5198], [-0.5620, 0.9669, -1.8569], [1.3917, 2.3756, -3.0311], [2.6177, 2.9448, -1.8942], [1.2394, 3.9853, -2.3057], [1.3824, 0.3710, 1.3977], [2.0098, 4.2172, 0.1323], [3.7500, 4.0046, 0.3972], [2.6110, 3.8102, 1.7433], [3.2298, 1.3458, 2.2156], [4.5284, 1.7414, 1.0786], [3.4915, 0.3472, 0.7620], [0.9161, 2.6392, 3.9434], [-0.8704, 2.4629, 3.3245], [-1.6252, 3.6287, 3.3835], [-2.9308, 3.6407, 2.9206], [-3.4870, 2.4832, 2.4037], [-2.7306, 1.3250, 2.3533], [-1.4088, 1.2815, 2.8017], [-0.6380, -0.0281, 2.6414], [0.3060, -0.2848, 3.3544], [-1.0955, -0.8043, 1.6838], [-1.1797, 4.5249, 3.7937], [-3.5054, 4.5583, 2.9623], [-4.5072, 2.4838, 2.0391], [-3.1715, 0.4185, 1.9650]],
  "forces_ev_per_angstrom": [[-2.7, 1.0, 2.7], [0.7, 0.0, -0.2], [0.0, 0.3, -0.2], [0.0, -0.1, 0.3], [-0.2, -0.1, 0.1], [0.0, 0.0, -0.1], [0.0, -0.1, 0.1], [-0.3, 0.1, 0.2], [1.1, -0.3, -1.1], [-0.1, 0.2, 0.1], [0.0, 0.1, -0.1], [-0.1, 0.0, 0.0], [0.0, 0.0, 0.0], [0.0, 0.0, 0.0], [0.0, 0.0, 0.0], [0.1, 0.1, -0.1], [0.3, -0.1, -0.1], [0.3, -0.2, -0.2], [0.0, -0.1, 0.3], [-1.3, 0.4, -0.7], [0.6, -0.3, -0.7], [0.1, -0.2, 0.0], [-0.2, 0.0, -0.2], [-0.1, 0.1, -0.1], [0.9, -0.6, 0.9], [0.0, 0.1, 0.1], [0.0, 0.2, 0.1], [0.0, 0.2, 0.2], [0.0, -0.3, -0.3], [-0.1, 0.0, 0.1], [0.0, 0.4, 0.2], [0.0, -0.6, -1.4], [0.0, -0.1, 0.3], [0.1, -0.1, -0.2], [0.0, 0.1, 0.0], [0.0, 0.1, 0.1], [0.0, 0.0, 0.0], [0.0, 0.0, -0.1], [0.0, 0.0, 0.0], [0.0, 0.0, 0.0], [0.0, 0.0, 0.0], [0.1, 0.1, 0.0], [0.0, 0.0, 0.0], [0.0, 0.0, 0.0], [0.0, 0.0, 0.1], [0.0, 0.0, 0.0], [0.0, 0.0, 0.0], [0.0, 0.0, 0.0], [0.0, -0.2, 0.0], [-0.1, -0.1, -0.1], [0.0, -0.1, 0.0], [0.1, 0.1, 0.0], [-0.1, -0.1, 0.0], [0.0, 0.1, 0.1], [0.0, -0.1, -0.1], [-0.3, 0.3, 0.3], [0.1, 0.0, -0.2], [1.1, -0.2, 0.0], [0.0, 0.0, 0.0], [0.0, 0.0, 0.0], [0.0, 0.0, 0.0], [0.0, 0.0, 0.0]],
  "nbo_charge": [1.302, -0.703, -0.107, 0.239, -0.228, -0.094, -0.257, 0.102, -0.464, 0.522, 0.222, 0.196, 0.230, 0.226, 0.235, 0.240, -1.020, 2.528, -1.081, -1.029, -1.123, 2.553, -1.020, -1.115, -1.091, 0.528, 0.519, -0.423, -0.414, -0.411, 0.700, -0.798, -0.438, -0.409, -0.426, 0.209, 0.226, 0.225, 0.205, 0.227, 0.201, 0.417, 0.217, 0.202, 0.206, 0.199, 0.211, 0.239, 0.071, -0.068, -0.248, -0.181, -0.225, -0.183, -0.116, 0.787, -0.608, -0.785, 0.229, 0.217, 0.218, 0.216]
}